The following is a quantum chemistry calculation of a structure of composition C34H35N6NiO6S, from OMol25.

Results
HOMO level (alpha / beta) ... -2.15 / -2.14 eV
Kohn-Sham gap (alpha / beta) ... 3.40 / 3.40 eV

```
! wB97M-V def2-TZVPD RIJCOSX def2/J DEFGRID3
* xyz -1 1
Ni -0.194 -0.619 -0.738
C -3.288 -0.689 1.843
C -3.309 0.544 2.489
C -2.491 1.546 2.030
C -1.669 1.353 0.908
N -1.629 0.140 0.324
C -2.414 -0.849 0.794
C 0.641 1.927 0.236
C 1.560 3.078 0.012
C 2.333 3.225 -1.112
C 2.356 2.303 -2.166
C 1.569 1.138 -1.974
C 0.773 0.961 -0.886
H -3.897 -1.520 2.171
H -3.943 0.705 3.352
H -2.441 2.510 2.514
H -2.291 -1.809 0.305
H 1.616 3.815 0.809
H 2.966 4.109 -1.165
H 2.994 2.424 -3.030
H 1.580 0.355 -2.729
C -4.298 -0.606 -2.627
N -3.610 0.191 -3.618
C -4.121 1.290 -4.293
C -3.140 1.770 -5.079
N -2.044 0.952 -4.885
C -2.316 -0.027 -3.979
S -1.272 -1.199 -3.425
H -5.219 -0.098 -2.349
H -3.660 -0.714 -1.751
H -4.520 -1.599 -3.017
H -5.125 1.639 -4.135
H -3.122 2.620 -5.736
H -1.114 1.078 -5.245
O -0.215 -2.966 0.007
C 0.894 -2.829 -0.537
O 1.227 -1.840 -1.255
C 1.956 -3.880 -0.312
C 1.645 -5.009 0.433
C 2.634 -5.944 0.668
C 3.925 -5.806 0.196
C 4.191 -4.669 -0.541
C 3.240 -3.701 -0.808
N 5.563 -4.494 -1.065
O 6.372 -5.369 -0.821
O 5.785 -3.513 -1.739
N 2.310 -7.149 1.460
O 1.167 -7.278 1.846
O 3.202 -7.952 1.654
H 0.644 -5.127 0.821
H 4.686 -6.544 0.391
H 3.476 -2.814 -1.379
C 0.655 2.155 5.305
C 1.004 1.425 4.033
C 1.640 0.186 4.076
C 1.962 -0.488 2.904
C 2.631 -1.839 2.933
C 1.638 0.092 1.683
C 0.967 1.306 1.609
C 0.672 1.969 2.800
N -0.879 2.408 0.441
C -1.562 3.245 -0.596
C -0.909 4.628 -0.694
C -3.021 3.490 -0.182
C -1.580 2.614 -1.991
H 1.055 1.640 6.179
H -0.428 2.233 5.432
H 1.054 3.172 5.300
H 1.893 -0.254 5.036
H 2.927 -2.118 3.945
H 3.523 -1.847 2.302
H 1.956 -2.611 2.554
H 1.917 -0.394 0.754
H 0.162 2.925 2.751
H -0.812 5.075 0.297
H -1.549 5.269 -1.308
H 0.078 4.577 -1.142
H -3.081 3.954 0.804
H -3.619 2.577 -0.177
H -3.470 4.172 -0.908
H -0.571 2.408 -2.343
H -2.079 3.300 -2.684
H -2.133 1.671 -1.981
*
```



The following is a quantum chemistry calculation of a cluster of 4 separate species, C12H16O12 in total, from OMol25.

Results
HOMO level (alpha / beta) ... -13.43 / -13.43 eV
Kohn-Sham gap (alpha / beta) ... 10.48 / 3.02 eV

```
! wB97M-V def2-TZVPD RIJCOSX def2/J DEFGRID3
* xyz 1 2
C -1.948 -3.649 -2.657
C -1.282 -2.761 -1.722
O -0.670 -1.732 -2.466
C -0.587 -2.166 -3.778
O -0.003 -1.634 -4.700
O -1.344 -3.324 -3.900
H -3.025 -3.478 -2.678
H -1.757 -4.695 -2.415
H -0.551 -3.285 -1.106
H -2.022 -2.270 -1.091
C -0.157 2.301 0.648
C 0.501 2.094 -0.703
O 0.635 0.675 -0.708
C -0.195 0.125 0.262
O -0.301 -1.048 0.592
O -0.806 1.049 0.963
H -0.982 3.014 0.669
H 0.460 2.629 1.485
H 1.433 2.657 -0.667
H -0.072 2.526 -1.523
C 0.295 -5.201 2.636
C 0.702 -4.568 1.334
O -0.016 -5.175 0.297
C -0.888 -6.084 0.824
O -1.588 -6.940 0.231
O -0.689 -6.096 2.193
H -0.193 -4.479 3.290
H 1.132 -5.702 3.121
H 1.789 -4.489 1.298
H 0.336 -3.542 1.318
C 0.397 6.713 1.455
C 1.903 6.923 1.458
O 2.215 6.494 0.139
C 1.253 5.681 -0.307
O 1.300 5.016 -1.350
O 0.084 5.914 0.419
H 0.045 7.715 1.210
H 0.004 6.468 2.442
H 2.562 6.325 2.087
H 2.032 8.004 1.402
*
```



The following is a quantum chemistry calculation of a cluster of 2 separate species, C13H15NS in total, from OMol25.

Results
HOMO level (alpha / beta) ... -7.61 / -7.41 eV
Kohn-Sham gap (alpha / beta) ... 7.19 / 7.31 eV

```
! wB97M-V def2-TZVPD RIJCOSX def2/J DEFGRID3
* xyz 0 1
C 0.274 -0.711 2.377
C 0.350 1.462 1.354
C 0.130 -0.072 3.565
C 0.271 1.983 2.684
C 0.481 0.072 1.255
C 1.098 0.204 -3.745
C 2.045 1.191 -1.152
C -2.132 0.429 -1.127
C 0.754 -0.270 -2.555
C 1.266 0.081 -1.274
C -1.725 -0.462 -0.302
C -2.217 -1.633 0.436
C 0.724 -0.550 -0.086
N 0.147 1.197 3.739
S 0.997 -2.320 0.077
H 0.370 -1.805 2.432
H 0.139 1.935 0.366
H -0.043 -0.598 4.448
H 0.305 3.040 2.817
H 0.834 -0.023 -4.842
H 1.643 1.099 -3.791
H 2.637 1.393 -0.255
H 2.322 1.890 -1.960
H -1.426 1.032 -1.673
H -3.086 0.802 -1.151
H -0.074 -1.001 -2.653
H -1.393 -2.151 0.952
H -2.901 -1.288 1.361
H -2.778 -2.272 -0.112
H 0.985 -2.656 -1.187
*
```



The following is a quantum chemistry calculation of the molecule C4H8O, from OMol25.

Results
SMILES ... C[C@H]1CCO1
HOMO level ... -9.61 eV
Kohn-Sham gap ... 10.77 eV

```
! wB97M-V def2-TZVPD RIJCOSX def2/J DEFGRID3
* xyz 0 1
C 1.599 -0.336 0.063
C 0.348 0.361 -0.565
C -0.901 -0.515 -0.352
C -1.416 0.627 0.544
O -0.253 1.418 0.230
H 2.397 0.387 0.230
H 1.457 -0.852 1.035
H 2.021 -1.135 -0.574
H 0.594 0.748 -1.567
H -1.565 -0.906 -1.134
H -0.433 -1.314 0.194
H -1.484 0.386 1.616
H -2.364 1.133 0.280
*
```



The following is a quantum chemistry calculation of a cluster of 20 separate species, C62H137BF4N18O26S in total, from OMol25.

Results
HOMO level (alpha / beta) ... 0.55 / 0.51 eV
Kohn-Sham gap (alpha / beta) ... 3.46 / 3.50 eV

```
! wB97M-V def2-TZVPD RIJCOSX def2/J DEFGRID3
* xyz -3 2
C -0.592 4.202 -1.822
N -0.468 2.926 -1.059
C -1.473 2.044 -0.837
C -1.240 0.877 -0.114
C 0.046 0.529 0.367
C 1.042 1.486 0.117
C 0.829 2.643 -0.687
C 0.340 -0.717 1.086
C 1.462 -0.856 1.889
C 1.785 -2.030 2.577
N 0.922 -3.069 2.454
C -0.194 -2.950 1.703
C -0.505 -1.814 1.029
C 1.262 -4.312 3.091
H -0.854 3.819 -2.808
H 0.374 4.667 -2.017
H -1.356 4.837 -1.373
H -2.472 2.254 -1.189
H -2.108 0.322 0.210
H 2.069 1.393 0.435
H 1.541 3.382 -1.022
H 2.178 -0.048 1.866
H 2.649 -2.232 3.193
H -0.818 -3.832 1.686
H -1.350 -1.798 0.357
H 0.395 -4.905 3.383
H 1.889 -4.144 3.967
H 1.861 -4.907 2.403
C -6.740 2.575 -1.583
C -5.718 2.618 -0.430
O -6.000 3.190 0.639
O -4.715 1.921 -0.534
H -6.304 2.974 -2.499
H -7.583 3.210 -1.312
H -7.104 1.561 -1.752
B 4.919 -3.571 4.284
F 4.249 -4.786 4.098
F 3.968 -2.722 4.867
F 6.073 -3.695 5.064
F 5.444 -2.934 3.164
S 4.522 2.894 1.353
O 5.646 3.745 1.437
O 4.283 2.489 -0.012
O 5.183 1.851 2.093
O 3.326 3.476 1.998
O 3.776 -5.021 -1.497
C 4.747 -4.636 -0.860
N 5.852 -5.352 -0.900
C 4.700 -3.303 -0.068
H 6.679 -5.171 -0.348
H 5.782 -6.175 -1.481
H 3.947 -3.268 0.720
H 4.371 -2.534 -0.768
H 5.709 -3.081 0.277
O -5.069 7.749 1.403
C -5.455 6.716 0.876
N -6.229 5.919 1.563
C -4.977 6.236 -0.519
H -6.398 4.993 1.198
H -6.472 6.133 2.520
H -5.140 7.089 -1.177
H -5.510 5.330 -0.807
H -3.902 6.058 -0.546
O 2.445 3.750 -3.210
C 2.849 2.616 -3.454
N 3.468 1.847 -2.539
C 2.668 2.126 -4.887
H 3.849 2.294 -1.717
H 3.446 0.839 -2.582
H 2.559 3.001 -5.528
H 1.809 1.497 -5.122
H 3.574 1.628 -5.234
O 1.139 0.838 5.355
C 1.922 1.342 4.552
N 1.498 2.005 3.446
C 3.384 1.256 4.863
H 2.152 2.385 2.778
H 0.528 2.244 3.298
H 3.867 1.748 4.019
H 3.742 0.226 4.883
H 3.401 1.695 5.860
O 0.218 6.369 0.303
C 1.265 5.892 0.622
N 1.370 5.236 1.743
C 2.550 5.964 -0.153
H 0.539 5.254 2.316
H 2.154 4.602 1.805
H 2.902 4.980 -0.465
H 3.335 6.403 0.462
H 2.436 6.574 -1.049
O 0.502 -5.375 0.011
C -0.017 -6.003 -0.953
N 0.743 -6.174 -2.052
C -1.472 -6.521 -0.987
H 0.519 -6.735 -2.861
H 1.678 -5.807 -1.951
H -1.614 -7.193 -1.833
H -2.061 -5.607 -1.069
H -1.606 -7.094 -0.070
O -2.909 -0.282 2.543
C -4.059 -0.467 2.840
N -5.074 0.171 2.219
C -4.425 -1.396 3.912
H -4.787 0.785 1.471
H -5.967 0.302 2.672
H -4.117 -1.003 4.881
H -3.873 -2.323 3.757
H -5.506 -1.535 3.950
O -1.209 3.729 3.024
C -2.437 3.810 2.946
N -3.149 2.804 2.474
C -3.168 4.985 3.479
H -4.089 2.933 2.128
H -2.696 1.962 2.146
H -3.280 5.763 2.724
H -2.644 5.309 4.378
H -4.138 4.595 3.788
O -4.484 -2.050 -2.952
C -4.474 -0.911 -2.484
N -4.148 -0.695 -1.248
C -4.896 0.129 -3.501
H -3.891 -1.450 -0.629
H -4.245 0.259 -0.932
H -4.322 1.055 -3.461
H -5.958 0.366 -3.443
H -4.657 -0.223 -4.504
O -3.845 -3.161 -0.018
C -4.852 -3.641 0.406
N -5.574 -2.990 1.291
C -5.333 -5.011 -0.065
H -5.428 -2.003 1.448
H -6.513 -3.287 1.514
H -5.014 -5.325 -1.059
H -6.415 -5.080 0.044
H -4.989 -5.757 0.651
O -0.802 -3.304 5.068
C -0.279 -2.286 5.504
N -0.568 -1.157 4.869
C 0.548 -2.251 6.754
H -0.126 -0.303 5.177
H -1.346 -1.093 4.229
H 0.044 -1.545 7.415
H 1.574 -1.905 6.630
H 0.633 -3.187 7.307
O -1.252 9.211 -3.297
C -1.204 8.749 -2.186
N -0.240 7.869 -1.926
C -2.082 9.262 -1.113
H -0.158 7.299 -1.096
H 0.397 7.667 -2.683
H -1.946 8.783 -0.144
H -3.109 9.134 -1.455
H -1.980 10.324 -0.889
C -0.899 -2.584 -7.846
O -1.692 -1.652 -7.100
C -0.993 -0.451 -6.799
C -2.014 0.473 -6.059
N -1.299 1.777 -5.779
C -2.207 2.738 -5.078
C -1.670 4.211 -5.257
O -2.173 5.014 -4.231
C -3.511 5.340 -4.176
H -1.395 -3.555 -7.877
H 0.041 -2.757 -7.322
H -0.692 -2.273 -8.870
H -0.681 -0.078 -7.775
H -0.065 -0.398 -6.230
H -2.356 -0.025 -5.151
H -2.841 0.724 -6.723
H -0.817 2.070 -6.617
H -2.365 2.388 -4.058
H -3.179 2.510 -5.517
H -1.883 4.713 -6.201
H -0.604 4.272 -5.042
H -3.539 6.308 -4.676
H -3.812 5.379 -3.129
H -4.141 4.620 -4.699
C -2.782 -5.868 3.197
O -2.209 -6.367 4.406
C -1.327 -7.454 4.281
C -0.412 -7.508 5.504
N 0.516 -6.296 5.599
C 1.227 -6.381 6.876
C 2.580 -5.608 6.720
O 2.967 -5.216 8.050
C 4.117 -4.440 7.960
H -2.048 -5.297 2.629
H -3.545 -5.103 3.343
H -3.338 -6.672 2.716
H -0.646 -7.448 3.430
H -1.860 -8.404 4.312
H 0.289 -8.304 5.251
H -0.913 -7.824 6.419
H -0.004 -5.435 5.506
H 1.486 -7.342 7.321
H 0.540 -5.819 7.509
H 2.556 -4.793 5.995
H 3.316 -6.334 6.374
H 4.951 -4.977 7.509
H 4.316 -4.270 9.018
H 3.903 -3.443 7.576
C 3.243 -7.911 2.914
O 3.581 -8.453 1.631
C 2.757 -8.066 0.509
C 3.393 -8.687 -0.815
N 4.000 -10.008 -0.548
C 2.937 -10.966 -0.169
C 3.569 -12.342 0.004
O 4.102 -12.474 1.258
C 4.556 -13.805 1.594
H 3.602 -6.901 3.113
H 3.663 -8.596 3.650
H 2.171 -7.899 3.110
H 2.809 -6.978 0.497
H 1.744 -8.460 0.593
H 4.169 -8.035 -1.217
H 2.622 -8.713 -1.585
H 4.637 -9.964 0.235
H 2.235 -11.144 -0.984
H 2.437 -10.676 0.755
H 4.231 -12.556 -0.836
H 2.853 -13.154 -0.127
H 4.342 -13.826 2.662
H 5.629 -13.859 1.410
H 3.985 -14.604 1.121
C 2.257 6.583 -4.284
O 1.829 7.733 -3.491
C 2.820 8.755 -3.464
C 2.558 9.886 -4.519
N 1.347 10.657 -4.243
C 0.940 11.522 -5.323
C 2.072 12.512 -5.766
O 1.631 13.428 -6.749
C 1.517 12.796 -8.039
H 1.530 5.774 -4.209
H 3.171 6.208 -3.824
H 2.499 6.753 -5.333
H 3.837 8.372 -3.548
H 2.757 9.151 -2.451
H 2.354 9.320 -5.428
H 3.443 10.505 -4.664
H 0.716 9.954 -3.885
H 0.113 12.139 -4.972
H 0.549 10.934 -6.154
H 2.878 11.915 -6.192
H 2.404 13.057 -4.882
H 2.133 11.904 -8.153
H 1.664 13.539 -8.823
H 0.467 12.535 -8.168
*
```



The following is a quantum chemistry calculation of a cluster of 2 separate species, CHN2OS in total, from OMol25.

Results
HOMO level (alpha / beta) ... -2.51 / -2.79 eV
Kohn-Sham gap (alpha / beta) ... 5.99 / 3.20 eV

```
! wB97M-V def2-TZVPD RIJCOSX def2/J DEFGRID3
* xyz -1 3
C -1.581 -0.155 0.233
N -1.483 -1.248 -0.201
N -1.222 1.134 0.342
O -1.735 1.964 1.115
S 3.158 -0.257 -0.358
H 2.862 -1.438 -1.131
*
```